Molecular formula: C24H43FIrP2
Method: DFT, ωB97M-V with the def2-TZVPD basis set

Geometry (Å):
Ir: 0.3699 2.0263 -3.0349
C: 0.3324 1.1645 -0.7916
C: 1.5280 1.8986 -1.1246
C: -0.3042 3.3470 -1.2753
C: -0.7957 2.0378 -0.9424
C: 1.1365 3.2748 -1.3649
C: 0.2852 -0.2599 -0.3454
H: 1.2268 -0.5501 0.1369
H: 0.1297 -0.9161 -1.2151
H: -0.5457 -0.4493 0.3495
C: -2.2283 1.6754 -0.6988
H: -2.4239 0.6390 -0.9999
H: -2.8982 2.3426 -1.2542
H: -2.4766 1.7679 0.3661
C: -1.1147 4.5832 -1.5088
H: -0.6328 5.4543 -1.0478
H: -2.1241 4.4792 -1.1049
H: -1.1979 4.7771 -2.5871
C: 2.0437 4.4280 -1.6323
H: 1.7062 5.3075 -1.0741
H: 2.0304 4.6894 -2.6958
H: 3.0688 4.1787 -1.3484
C: 2.9165 1.3477 -1.1443
H: 3.2999 1.2327 -0.1241
H: 3.5681 2.0350 -1.6889
H: 2.9441 0.3606 -1.6258
C: -0.9937 -4.7893 -0.8388
C: 0.2945 -5.1031 -0.8342
C: 1.2464 -5.2011 -2.0334
C: 0.9208 -4.2718 -3.2408
C: 0.3154 -2.9899 -2.8189
C: -1.0376 -2.7753 -2.7014
C: -2.0495 -3.8317 -3.0171
C: -2.0539 -4.9294 -1.8938
H: 1.2735 -6.2398 -2.3867
H: 0.3075 -4.7717 -4.0065
H: 2.2624 -4.9363 -1.6978
H: -1.9673 -5.9098 -2.3903
H: -1.3724 -4.0217 0.3336
H: 0.7745 -5.3341 0.1180
H: -3.0385 -4.8925 -1.3990
H: -3.0462 -3.3665 -3.0714
H: -1.3806 -2.0189 -1.9922
H: -1.8752 -4.2789 -4.0170
H: 1.8668 -4.0305 -3.7547
H: 1.0148 -2.2840 -2.3328
P: -0.4214 -0.6309 -3.9542
P: 0.5716 2.4708 -5.0520
C: 1.1885 -0.1715 -4.7544
C: 1.0275 0.8632 -5.8708
H: 1.6909 -1.0692 -5.1055
H: 1.7604 0.2400 -3.8975
H: 1.9776 1.0277 -6.3763
H: 0.2960 0.5914 -6.6450
C: -0.8594 3.1600 -5.8761
H: -1.6506 3.4076 -5.1566
H: -1.2556 2.4699 -6.6307
H: -0.5713 4.0900 -6.3835
C: 1.9170 3.6085 -5.4829
H: 1.4889 4.5274 -5.8990
H: 2.5709 3.1557 -6.2411
H: 2.5169 3.8765 -4.6061
C: -1.8872 0.4500 -3.7710
H: -2.6218 -0.0347 -3.1197
H: -2.2851 0.6754 -4.7630
H: -1.6354 1.4248 -3.2635
C: -1.1350 -1.5677 -5.4475
H: -0.4035 -2.2866 -5.8380
H: -1.3684 -0.8276 -6.2151
H: -2.0526 -2.1219 -5.2190
F: -1.5914 -3.3422 1.0973

## Properties
highest occupied orbital energy (spin up / spin down)	-8.9 / -10.2	eV
2S+1	5
total charge	+1
F_max	0.1064	Eh/bohr


Molecular formula: C24H43N2OP3PrS
Method: DFT, ωB97M-V with the def2-TZVPD basis set

Geometry (Å):
Pr: 0.2606 0.6094 -0.0145
P: -1.1344 -1.7126 1.4406
P: 1.9439 -1.2648 -1.7280
P: -1.9961 -0.1676 -1.8137
H: -2.4953 3.2329 4.1087
C: -2.8726 2.9262 3.1242
C: -3.8700 2.0023 2.9834
H: -4.3000 1.4708 3.8373
C: -0.6852 -2.3056 3.1207
C: -0.8553 -3.2985 0.5512
C: -2.9682 -1.6912 1.5383
C: 3.0487 -0.1471 -2.6839
C: 3.1798 -2.5618 -1.3104
C: 1.1395 -2.1308 -3.1376
C: -3.5698 0.6483 -1.3301
C: -2.6124 -1.8191 -2.3266
C: -1.7275 0.5959 -3.4626
H: -2.5726 3.5499 2.2718
H: -4.3535 1.8291 2.0179
H: -1.0982 -1.6770 3.9220
H: 0.4049 -2.3512 3.2366
H: -1.0871 -3.3227 3.2344
H: 0.2236 -3.5039 0.5042
H: -1.2533 -3.2662 -0.4701
H: -1.3495 -4.1068 1.1104
H: -3.3224 -0.7807 2.0413
H: -3.3099 -2.5686 2.1045
H: -3.4084 -1.7207 0.5339
H: 3.8609 -0.7295 -3.1416
H: 3.4748 0.6064 -2.0092
H: 2.4798 0.3746 -3.4636
H: 3.8487 -2.7310 -2.1717
H: 2.6541 -3.4973 -1.0654
H: 3.7884 -2.2569 -0.4482
H: 1.8420 -2.1863 -3.9832
H: 0.2319 -1.6023 -3.4586
H: 0.8672 -3.1495 -2.8269
H: -3.6316 1.6321 -1.8124
H: -3.6042 0.7866 -0.2399
H: -4.4287 0.0359 -1.6410
H: -3.2661 -1.6917 -3.2005
H: -3.1814 -2.2999 -1.5219
H: -1.7738 -2.4689 -2.6056
H: -2.3501 0.0877 -4.2124
H: -0.6725 0.5152 -3.7548
H: -1.9938 1.6586 -3.4217
C: 0.8507 2.9092 -2.4459
C: 1.9361 3.2645 -3.2732
C: 1.8512 4.4132 -4.0554
C: 0.7211 5.2406 -3.9852
C: -0.3632 4.8787 -3.1758
C: -0.2997 3.7333 -2.3908
O: 0.9002 1.7911 -1.7231
H: -1.1432 0.2853 2.5921
H: 2.8159 2.6270 -3.2602
H: 2.6815 4.6723 -4.7134
H: 0.6939 6.1785 -4.5491
H: -1.2635 5.4986 -3.1418
H: -1.1169 3.4418 -1.7204
N: -0.8642 1.0481 3.2934
C: 0.5982 0.9906 3.3930
N: 1.2837 0.4533 2.3821
C: 2.4440 -0.2131 2.8645
C: 3.0532 -1.2874 2.1999
C: 3.7479 -2.2325 2.9567
C: 3.9958 -2.0077 4.3195
C: 3.4543 -0.8858 4.9650
C: 2.6049 -0.0475 4.2483
S: 1.2952 0.9387 4.9616
H: -1.1916 0.7524 4.2179
H: -1.4408 1.9613 3.1023
H: 2.8985 -1.4078 1.1271
H: 4.1027 -3.1515 2.4890
H: 4.6070 -2.7181 4.8816
H: 3.6424 -0.6788 6.0154

## Properties
highest occupied orbital energy (spin up / spin down)	-14.9 / -15.0	eV
2S+1	3
total charge	+3
F_max	0.0677	Eh/bohr